DFT (ωB97M-V/def2-TZVPD) results for a 2-piece molecular cluster, C2H9NO2 overall in a non-equilibrium geometry.

Results
charge	0
Kohn-Sham gap	10.47	eV
LUMO energy	0.78	eV
SMILES	NCO.CO

Last column: Löwdin charge in e.
Element x y z (Å)
C -1.36652 -1.19655 1.09574  -0.0700
O -1.67111 -0.04069 0.14362  -0.1811
H -2.20265 -1.70536 1.33851  0.0299
H -0.62460 -1.82036 0.61134  0.0663
H -0.73106 -0.84501 1.92842  0.0850
H -1.33908 -0.38859 -0.72162  0.0607
N 1.03852 1.25051 0.50925  0.0319
C 1.46328 0.21359 -0.34685  -0.4333
O 0.59097 -0.14591 -1.30826  -0.0635
H 1.11748 2.12614 -0.00136  0.0715
H 0.04193 1.07685 0.73618  0.0619
H 2.47225 0.44129 -0.82055  0.1357
H 1.58315 -0.72732 0.19875  0.1109
H 0.47347 0.47942 -2.01069  0.0941

Forces on atoms 1 to 2 (eV/Å):
3.658 3.358 -2.140
0.301 -2.383 0.871

DFT (ωB97M-V/def2-TZVPD) results for C2H9NO2 as an isolated structure in a non-equilibrium geometry.

Results
charge	0
Kohn-Sham gap	7.79	eV
LUMO energy	-1.16	eV

Last column: Löwdin charge in e.
Element x y z (Å)
C 0.60688 0.60845 -1.48894  -0.1296
C 1.40297 0.16306 0.25875  0.0094
N 0.14932 -0.00543 -0.20449  -0.1593
H 0.65146 1.63476 -1.22651  0.0759
H -0.06340 0.47459 -2.31166  0.1009
H 1.54477 0.32799 -1.88016  0.0650
H 2.22900 -0.58368 0.36446  0.1170
H 1.73969 1.17346 0.62829  0.1102
H -0.33928 0.92328 1.18719  0.0074
H -0.96995 1.15860 2.42767  0.0494
O -0.28567 1.66157 1.91494  -0.1464
H -1.68195 -2.35566 0.34493  0.0504
H -0.90692 -1.63838 -0.70353  0.0118
O -1.62779 -2.37483 -0.66720  -0.1622

Forces on atoms 1 to 2 (eV/Å):
-0.874 1.928 0.518
-1.660 -0.069 0.241

DFT (ωB97M-V/def2-TZVPD) results for a 3-piece molecular cluster, C2H9NO3 overall in a non-equilibrium geometry.

Results
charge	0
Kohn-Sham gap	9.93	eV
LUMO energy	0.42	eV
SMILES	NCC=O.O.O

Last column: Löwdin charge in e.
Element x y z (Å)
O -0.03836 1.01414 -1.59106  0.0241
C -0.45751 0.48441 -0.57833  -0.2350
C 0.09087 -0.74811 0.05791  -0.2486
N -0.92936 -1.72703 0.47110  0.0051
H -1.22011 1.06841 -0.02706  0.1198
H 0.83481 -1.21208 -0.58229  0.1090
H 0.60637 -0.43094 0.96664  0.1204
H -1.51947 -1.28987 1.18426  0.0435
H -1.56101 -1.90384 -0.31768  0.0738
H 1.81413 0.58929 -1.62775  -0.0241
H 3.21690 0.65781 -2.22190  0.0096
O 2.70500 0.24883 -1.55937  -0.0425
H -0.66289 0.58016 3.19055  0.0309
H -1.98983 1.20460 3.14322  0.0434
O -1.45895 0.55508 2.68803  -0.0293

Forces on atoms 1 to 2 (eV/Å):
0.007 -0.632 0.206
0.241 1.572 -0.245

DFT (ωB97M-V/def2-TZVPD) results for a 3-piece molecular cluster, C2H9NO3 overall in a non-equilibrium geometry.

Results
charge	0
Kohn-Sham gap	9.66	eV
LUMO energy	0.42	eV
SMILES	CNC=O.O.O

Last column: Löwdin charge in e.
Element x y z (Å)
C 1.36311 -1.29250 0.29704  -0.3921
N 1.01402 -0.22334 1.04246  -0.0368
C 1.85174 0.97050 1.01554  -0.0780
O 2.24752 -1.28144 -0.53275  0.0021
H 0.80876 -2.21391 0.53677  0.1261
H 0.10812 -0.11280 1.46872  0.0891
H 1.24737 1.79862 1.38350  0.0807
H 2.76865 0.84782 1.58674  0.0827
H 2.09561 1.20015 -0.01542  0.0764
H -1.76823 -0.30007 -3.27454  0.0460
H -3.18314 -0.18218 -2.53006  0.0374
O -2.27077 -0.46188 -2.47367  -0.0430
H -1.99899 0.06556 -0.21978  0.0157
H -2.53677 0.67329 1.11850  0.0443
O -1.74699 0.51219 0.59694  -0.0507

Forces on atoms 1 to 2 (eV/Å):
-0.294 -0.040 0.138
0.698 0.427 0.397

DFT (ωB97M-V/def2-TZVPD) results for a 3-piece molecular cluster, C2H9NO3 overall in a non-equilibrium geometry.

Results
charge	0
Kohn-Sham gap	10.63	eV
LUMO energy	0.72	eV
SMILES	CNC=O.O.O

Last column: Löwdin charge in e.
Element x y z (Å)
C -0.47353 -0.10926 2.08376  -0.3626
N -1.65985 -0.17934 1.41323  -0.0343
C -1.77812 0.19262 0.01844  -0.0782
O 0.54961 0.27156 1.55977  0.0094
H -0.60542 -0.38033 3.14189  0.1278
H -2.33962 -0.83805 1.73606  0.1183
H -0.95324 0.81610 -0.30506  0.0803
H -2.72057 0.73299 -0.10710  0.0805
H -1.87153 -0.65735 -0.65937  0.0836
H 1.68994 -1.36196 -0.09633  0.0311
H 2.87014 -0.38760 -0.16460  0.0683
O 2.30142 -0.96061 -0.72277  -0.0687
H 1.88485 1.57001 -3.09915  0.0184
H 1.78923 0.23630 -2.26840  0.0070
O 1.31670 1.05491 -2.53036  -0.0809

Forces on atoms 1 to 2 (eV/Å):
-0.755 0.054 -0.747
0.474 -0.139 -0.181

DFT (ωB97M-V/def2-TZVPD) results for a 3-piece molecular cluster, C2H9NO3 overall in a non-equilibrium geometry.

Results
charge	0
Kohn-Sham gap	10.77	eV
LUMO energy	0.45	eV
SMILES	CNC=O.O.O

Last column: Löwdin charge in e.
Element x y z (Å)
C 2.03191 -0.72714 0.12195  -0.3544
N 1.77511 0.51301 0.59890  -0.0169
C 0.51598 0.85247 1.21870  -0.0817
O 1.18485 -1.56684 -0.09504  0.0096
H 3.05376 -0.89853 -0.22358  0.1299
H 2.57495 1.02746 0.91427  0.1252
H 0.16367 1.81486 0.82903  0.0786
H 0.64029 1.09904 2.27561  0.0838
H -0.32850 0.18876 1.08624  0.0838
H -0.45416 -4.11915 0.53758  0.0269
H -0.59775 -2.68522 0.07132  -0.0076
O -1.11246 -3.49542 0.21920  -0.0771
H -2.64303 2.89293 -1.97676  0.0285
H -3.71284 2.18182 -2.74578  0.0388
O -3.09176 2.92196 -2.83163  -0.0674

Forces on atoms 1 to 2 (eV/Å):
-0.548 0.068 -0.877
0.012 -0.779 0.329

DFT (ωB97M-V/def2-TZVPD) results for a 2-piece molecular cluster, C2H9NOP overall in a non-equilibrium geometry.

Results
charge	+1
Kohn-Sham gap	11.31	eV
LUMO energy	-3.73	eV

Last column: Löwdin charge in e.
Element x y z (Å)
C -1.99201 -0.86262 -0.81066  -0.0691
C -0.78356 0.55226 0.80314  0.0161
N -1.29478 -0.57051 0.42110  -0.0738
O 1.09055 0.54958 -0.00887  -0.5000
P 2.59557 0.62072 0.13267  0.8185
H -1.95317 -0.17825 -1.70606  0.1105
H -1.60073 -1.90785 -1.15115  0.1300
H -3.12330 -0.80433 -0.66693  0.1167
H -0.88213 1.44997 0.06919  0.1566
H -0.65046 0.91562 1.83235  0.1320
H -0.92991 -1.45297 0.93765  0.2120
H 3.32358 -0.43167 -0.48477  -0.0027
H 3.10338 1.65660 -0.66686  0.0105
H 3.09698 0.46346 1.29921  -0.0573

Forces on atoms 1 to 2 (eV/Å):
-1.223 -1.485 -2.240
-1.336 3.040 -2.013

DFT (ωB97M-V/def2-TZVPD) results for C2H9NS as an isolated structure in a non-equilibrium geometry.

Results
charge	0
Kohn-Sham gap	7.42	eV
LUMO energy	0.34	eV

Last column: Löwdin charge in e.
Element x y z (Å)
C -1.12496 -0.75334 0.98100  -0.0788
N -1.01310 -0.56147 -0.48504  -0.0472
H -1.31837 0.24241 1.44048  0.1006
H -1.82162 -1.51584 1.24065  0.0693
H -0.05529 -0.94295 1.21998  0.0883
H -0.49320 0.40129 -0.88539  -0.1131
H -1.91681 -0.71480 -0.96503  0.1392
H -0.33352 -1.20845 -0.94005  0.1235
C 1.69793 0.96975 -0.22404  -0.6265
S 0.77615 1.19947 -1.76178  0.3275
H 1.06064 1.27869 0.65088  0.0162
H 1.98030 -0.04920 -0.05038  -0.0098
H 2.56185 1.65445 -0.22129  0.0107

Forces on atoms 1 to 2 (eV/Å):
2.325 1.718 -0.430
-1.165 -1.642 -0.559

DFT (ωB97M-V/def2-TZVPD) results for C2H9NS as an isolated structure in a non-equilibrium geometry.

Results
charge	0
Kohn-Sham gap	9.84	eV
LUMO energy	0.92	eV

Last column: Löwdin charge in e.
Element x y z (Å)
N -2.92186 0.66427 -0.21250  0.0415
H -3.39820 1.34577 0.27495  -0.0296
H 2.95161 0.17426 -1.87701  0.0079
H -1.96653 0.58029 -0.01151  -0.0821
H -3.47452 -0.18720 0.08067  0.0525
C 1.48300 -0.52310 0.76060  -0.4814
C 0.08531 -0.28429 0.11631  -0.4633
S 0.06841 -1.07259 1.79554  0.7138
H 3.49373 0.71411 -2.01964  0.0236
H 1.94474 -1.46585 0.34560  0.0687
H 2.15330 0.15084 1.24137  0.0460
H -0.11404 -0.77308 -0.84625  0.0878
H -0.30497 0.67654 0.35185  0.0146

Forces on atoms 1 to 2 (eV/Å):
-2.200 -3.048 -1.286
-0.501 2.268 1.224

DFT (ωB97M-V/def2-TZVPD) results for a 3-piece molecular cluster, C2H9NS overall in a non-equilibrium geometry.

Results
charge	0
Kohn-Sham gap	9.95	eV
LUMO energy	1.03	eV
SMILES	[H][H].C1CS1.N

Last column: Löwdin charge in e.
Element x y z (Å)
N -2.22347 -1.96051 1.01729  0.0101
H -1.87304 -1.37138 1.76627  -0.0204
H -0.28303 0.20132 -3.03984  0.0239
H -2.83980 -1.36905 0.47237  0.0024
H -1.44516 -2.21094 0.42301  -0.0048
C 1.92001 1.16546 0.63532  -0.4873
C 0.83921 0.57434 -0.16444  -0.4702
S 0.64441 0.36899 1.66880  0.7030
H -0.63031 0.85317 -2.99079  0.0249
H 2.87998 0.67669 0.61007  0.0663
H 1.92784 2.22895 0.78420  0.0592
H 1.03800 -0.36050 -0.65889  0.0548
H 0.04536 1.20347 -0.52337  0.0381

Forces on atoms 1 to 2 (eV/Å):
-0.214 0.161 0.128
0.114 -0.141 -0.078

DFT (ωB97M-V/def2-TZVPD) results for a 3-piece molecular cluster, C2H9NS overall in a non-equilibrium geometry.

Results
charge	0
Kohn-Sham gap	9.69	eV
LUMO energy	0.82	eV
SMILES	[H][H].C1CS1.N

Last column: Löwdin charge in e.
Element x y z (Å)
N 1.39474 2.39284 2.34036  0.0124
H 2.21020 2.66410 1.80734  0.0047
H 5.61254 -2.59964 2.96712  0.0005
H 1.76783 2.03605 3.21104  0.0039
H 1.04157 1.55693 1.87857  -0.0216
C -0.63634 -0.37802 0.15356  -0.4779
C -1.73360 -0.02197 -0.74899  -0.5130
S -0.47068 -1.02647 -1.55082  0.7413
H 5.33733 -2.28881 3.58986  -0.0004
H -0.67249 -1.08039 0.97427  0.0701
H 0.14447 0.38569 0.27231  0.0414
H -2.69356 -0.48004 -0.55394  0.0665
H -1.83277 1.01259 -1.06818  0.0722

Forces on atoms 1 to 2 (eV/Å):
-0.002 -0.457 -0.043
0.092 0.160 -0.156

DFT (ωB97M-V/def2-TZVPD) results for a 3-piece molecular cluster, C2H9NS overall in a non-equilibrium geometry.

Results
multiplicity	2
charge	+1
Kohn-Sham gap (alpha / beta)	9.72 / 4.85	eV
LUMO energy (alpha / beta)	-4.47 / -9.14	eV

Last column: Löwdin charge in e.
Element x y z (Å)
N 0.50776 -2.69542 -0.01312  0.0371
H 0.01126 -1.96755 -0.50577  -0.0725
H 0.27792 1.24204 3.56972  0.0307
H -0.26255 -3.20163 0.42605  0.0323
H 0.90652 -3.32909 -0.69703  0.0281
C -0.89548 1.29784 -0.54915  -0.3363
C 0.52148 1.33815 -0.97043  -0.3469
S -0.47792 0.21406 -1.91852  1.2002
H 0.09071 1.03888 2.86950  -0.0064
H -1.23708 0.90450 0.41058  0.1051
H -1.58403 2.06685 -0.90152  0.1074
H 1.23094 0.85987 -0.29759  0.1133
H 0.91046 2.23151 -1.42272  0.1079

Forces on atoms 1 to 2 (eV/Å):
-0.518 -0.173 0.348
0.080 0.307 -0.425

DFT (ωB97M-V/def2-TZVPD) results for a 2-piece molecular cluster, C2H9NS2 overall.

Results
charge	0
Kohn-Sham gap	9.04	eV
LUMO energy	0.28	eV
SMILES	CNC.SS

Last column: Löwdin charge in e.
Element x y z (Å)
S 1.55483 2.91255 0.12473  0.2239
S 0.45854 2.76953 1.87122  0.2209
H 2.18639 4.05599 0.42793  -0.2112
H -0.65672 3.38174 1.44892  -0.2050
C -0.54720 -0.15689 -0.73602  -0.1570
N 0.34473 -1.32483 -0.63496  -0.1850
C -0.37278 -2.50246 -0.15449  -0.1640
H -0.86478 0.21674 0.24492  0.0552
H -0.00698 0.64697 -1.23261  0.0460
H -1.44549 -0.45903 -1.28051  0.0767
H 1.06242 -1.10028 0.04444  0.0866
H -0.98199 -2.30724 0.73341  0.0692
H 0.33061 -3.30458 0.07280  0.0738
H -1.06158 -2.82821 -0.92980  0.0699

Forces on atoms 1 to 2 (eV/Å):
-0.105 0.011 0.213
0.096 -0.074 -0.110

DFT (ωB97M-V/def2-TZVPD) results for a 2-piece molecular cluster, C2H9NS2 overall in a non-equilibrium geometry.

Results
charge	0
Kohn-Sham gap	9.04	eV
LUMO energy	0.10	eV
SMILES	CCN.SS

Last column: Löwdin charge in e.
Element x y z (Å)
S -1.10843 2.16503 2.56664  0.2385
S -1.44105 3.14920 0.72996  0.2550
H -0.03680 1.48592 2.15219  -0.2324
H -1.09133 2.07872 0.02242  -0.2656
C 1.12548 -1.38313 0.09162  -0.1135
C 0.54050 -0.40477 -0.91711  -0.3221
N -0.80575 -0.92513 -1.34195  -0.0184
H 1.47893 -2.29900 -0.38334  0.0724
H 1.98662 -0.95575 0.60948  0.0687
H 0.40265 -1.67607 0.85444  0.0678
H 0.42852 0.56787 -0.42969  0.0603
H 1.10355 -0.26143 -1.83560  0.0997
H -1.16527 -1.37478 -0.51246  0.0421
H -1.41761 -0.16668 -1.60660  0.0474

Forces on atoms 1 to 2 (eV/Å):
-0.298 0.088 -0.213
0.241 -0.037 0.452

DFT (ωB97M-V/def2-TZVPD) results for C2H9NSi2 as an isolated structure in a non-equilibrium geometry.

Results
charge	0
Kohn-Sham gap	7.61	eV
LUMO energy	-1.11	eV

Last column: Löwdin charge in e.
Element x y z (Å)
C 0.16531 -0.45006 0.09634  -0.3731
C 1.46547 -1.11114 0.40575  -0.2306
N 0.69478 0.89758 -0.15490  -0.2220
Si 2.37939 0.64017 -0.13136  0.6388
Si -4.07374 0.12028 -0.00056  0.5814
H -0.36848 -0.71584 -0.84208  0.0995
H -0.60193 -0.49235 0.87222  0.0782
H 1.78644 -1.03029 1.35584  -0.0142
H 1.44516 -2.14182 0.06285  0.0618
H 0.15113 1.63752 -0.59061  0.0642
H 2.88626 1.15966 1.16406  -0.0547
H 3.20707 0.80970 -1.34848  -0.0812
H -3.15600 1.25652 -0.18006  -0.2767
H -3.07025 -0.96619 -0.10744  -0.2713

Forces on atoms 1 to 2 (eV/Å):
-1.078 1.697 -1.139
0.615 -0.189 -3.629

DFT (ωB97M-V/def2-TZVPD) results for a 2-piece molecular cluster, C2H9O2 overall in a non-equilibrium geometry.

Results
charge	+1
Kohn-Sham gap	13.37	eV
LUMO energy	-3.80	eV

Last column: Löwdin charge in e.
Element x y z (Å)
O 1.49177 -0.33068 -1.82640  -0.0003
H 1.54399 0.74821 0.81201  0.1748
H 2.23752 0.16407 -2.16090  0.0828
H 1.15777 -0.98808 -2.43653  0.0872
C -0.67105 0.76077 0.51562  -0.0163
O 0.80111 0.11928 0.70634  0.0561
C -1.47482 -0.48627 0.89946  -0.0394
H -0.54060 1.64842 1.13153  0.1335
H -0.63317 1.00709 -0.54169  0.1160
H 1.14172 -0.30258 -0.14873  0.1171
H -1.57502 -1.20261 0.07754  0.0976
H -0.97099 -0.83555 1.80453  0.0971
H -2.50822 -0.30207 1.16722  0.0937

Forces on atoms 1 to 2 (eV/Å):
-0.552 0.160 1.357
-0.564 0.378 0.615

DFT (ωB97M-V/def2-TZVPD) results for a 2-piece molecular cluster, C2H9O2 overall in a non-equilibrium geometry.

Results
multiplicity	2
charge	+2
Kohn-Sham gap (alpha / beta)	11.42 / 8.32	eV
LUMO energy (alpha / beta)	-8.93 / -12.61	eV

Last column: Löwdin charge in e.
Element x y z (Å)
O 1.93236 -1.01674 2.05443  0.3581
H 1.69165 -1.69280 1.38816  0.2027
H 1.25350 -0.98059 2.76331  0.2090
H 2.78981 -1.20765 2.50901  0.2249
C -0.31427 0.74746 -1.53385  -0.1354
O -0.83504 0.07717 -2.59198  0.1897
C -1.30131 0.64834 -0.21508  0.0604
H -0.04631 1.80502 -1.71297  0.1683
H 0.38416 0.24240 -0.86886  0.1508
H -0.69902 -0.86175 -2.31830  0.1763
H -1.30684 0.21699 0.82647  0.1077
H -2.29149 0.24695 -0.43410  0.1109
H -1.25719 1.77520 0.13373  0.1765

Forces on atoms 1 to 2 (eV/Å):
0.018 0.018 0.638
0.303 -0.262 0.127

What did we get for energy above the lowest of the compared OMol25 structures with the same formula, charge and spin? Answer: 23.1 99.9 38.0 23.6 22.4 26.6 38.1 36.5 53.6 36.5 38.4 53.7 17.5 17.6 78.1 13.2 0.0 kcal/mol, in the order shown.
What did we get for E? Answer: -7803.72427 -7800.39503 -9851.99978 -9852.62166 -9852.67417 -9852.49383 -15037.54766 -14543.71093 -14542.96759 -14543.70939 -14543.62756 -14534.64315 -25379.95614 -25379.95012 -19461.12847 -6307.01309 -6291.13403 eV, in the order shown.